{
  "formula": "C6H10O",
  "method": "wB97M-V/def2-TZVPD",
  "homo_ev": -9.4,
  "lumo_energy_ev": 0.86,
  "orbital_gap_ha": 0.3775,
  "symbols": ["O", "C", "C", "C", "C", "C", "C", "H", "H", "H", "H", "H", "H", "H", "H", "H", "H"],
  "positions_angstrom": [[-1.385, 0.795, 1.414], [-0.669, 0.623, 0.451], [0.331, 1.670, -0.003], [1.630, 1.050, -0.459], [1.801, -0.260, -0.627], [0.712, -1.280, -0.415], [-0.683, -0.635, -0.391], [-0.126, 2.241, -0.826], [0.485, 2.377, 0.819], [2.460, 1.732, -0.631], [2.778, -0.635, -0.926], [0.889, -1.816, 0.528], [0.751, -2.039, -1.205], [-1.444, -1.323, -0.011], [-0.955, -0.347, -1.416], [-3.548, -1.342, 1.881], [-3.028, -0.810, 1.816]]
}


{
  "formula": "C23H33N2O2",
  "method": "wB97M-V/def2-TZVPD",
  "homo_ev": -9.5,
  "lumo_energy_ev": -4.58,
  "charge": 1,
  "orbital_gap_ha": 0.1816,
  "symbols": ["C", "O", "C", "O", "C", "C", "C", "C", "N", "C", "C", "C", "C", "C", "C", "H", "H", "H", "H", "H", "H", "H", "H", "H", "H", "H", "H", "H", "H", "H", "H", "H", "H", "H", "C", "N", "C", "C", "C", "C", "C", "C", "C", "C", "C", "C", "H", "H", "H", "H", "H", "H", "H", "H", "H", "H", "H", "H", "H", "H"],
  "positions_angstrom": [[-0.021, 4.361, 2.914], [-0.282, 3.403, 1.880], [-0.604, 3.975, 0.705], [-0.539, 5.176, 0.514], [-1.065, 3.002, -0.358], [-2.518, 3.326, -0.756], [-2.399, 4.219, -1.987], [-1.027, 3.904, -2.593], [-0.273, 3.275, -1.534], [1.041, 2.967, -1.653], [1.827, 2.516, -0.586], [3.216, 2.071, -0.830], [3.859, 2.675, -2.094], [2.922, 2.487, -3.283], [1.595, 3.208, -3.047], [0.234, 3.771, 3.794], [0.815, 5.006, 2.628], [-0.914, 4.972, 3.092], [-0.930, 1.981, 0.025], [-3.020, 2.389, -1.011], [-3.073, 3.804, 0.055], [-3.196, 4.046, -2.715], [-2.423, 5.273, -1.693], [-1.153, 3.220, -3.450], [-0.540, 4.814, -2.979], [1.405, 2.566, 0.417], [3.837, 2.267, 0.048], [3.203, 0.976, -0.961], [4.046, 3.745, -1.933], [4.824, 2.195, -2.287], [3.383, 2.844, -4.211], [2.718, 1.416, -3.410], [0.897, 2.898, -3.842], [1.751, 4.295, -3.193], [2.544, -3.852, 2.239], [3.113, -2.570, 2.627], [3.980, -2.560, 3.800], [2.824, -1.446, 1.973], [3.362, -0.203, 2.346], [2.849, 1.068, 2.049], [3.119, 2.116, 3.018], [3.311, 3.476, 2.673], [3.526, 4.444, 3.656], [3.657, 4.083, 5.003], [3.556, 2.732, 5.365], [3.259, 1.778, 4.399], [3.210, -4.639, 2.607], [1.548, -4.003, 2.681], [2.453, -3.903, 1.147], [4.006, -3.583, 4.186], [5.001, -2.246, 3.539], [3.598, -1.883, 4.579], [2.103, -1.516, 1.146], [4.271, -0.238, 2.964], [2.184, 1.201, 1.213], [3.312, 3.747, 1.615], [3.585, 5.494, 3.363], [3.847, 4.841, 5.762], [3.694, 2.427, 6.405], [3.126, 0.735, 4.699]]
}


{
  "formula": "C20H24N4O2",
  "method": "wB97M-V/def2-TZVPD",
  "homo_ev": -7.8,
  "lumo_energy_ev": 0.18,
  "orbital_gap_ha": 0.2931,
  "symbols": ["N", "C", "O", "C", "C", "C", "C", "N", "C", "O", "C", "C", "C", "C", "C", "C", "C", "N", "C", "C", "C", "C", "C", "C", "C", "N", "H", "H", "H", "H", "H", "H", "H", "H", "H", "H", "H", "H", "H", "H", "H", "H", "H", "H", "H", "H", "H", "H", "H", "H"],
  "positions_angstrom": [[5.004, 1.748, -0.902], [5.303, 1.291, 0.350], [6.418, 0.776, 0.613], [4.242, 1.343, 1.272], [2.859, 1.306, 0.987], [2.057, 1.298, 2.153], [0.689, 1.287, 2.396], [-0.064, 0.897, 1.287], [-1.315, 0.254, 1.232], [-2.046, 0.328, 2.187], [-1.790, -0.456, -0.033], [-3.123, -0.053, -0.549], [-3.509, -0.763, -1.877], [-3.535, -2.318, -1.677], [-2.158, -2.786, -1.178], [-1.066, -2.441, -2.201], [-1.125, -0.920, -2.550], [-0.119, -0.592, -3.478], [-2.491, -0.436, -3.009], [-0.811, -0.193, -1.197], [-1.865, -2.004, 0.182], [0.199, 1.708, 3.672], [1.010, 2.242, 4.641], [2.371, 2.154, 4.412], [2.916, 1.727, 3.184], [4.160, 1.652, 2.657], [5.628, 1.603, -1.767], [4.086, 1.977, -0.981], [2.628, 1.064, -0.002], [0.397, 0.797, 0.432], [-3.069, 1.030, -0.579], [-3.816, -0.149, 0.191], [-4.530, -0.387, -2.106], [-3.863, -2.833, -2.610], [-4.355, -2.533, -0.940], [-2.169, -3.908, -1.065], [0.018, -2.797, -1.939], [-1.242, -3.138, -3.100], [-0.608, -0.218, -4.297], [0.258, -1.518, -3.717], [-2.828, -1.090, -3.835], [-2.489, 0.677, -3.250], [-0.769, 0.853, -1.400], [0.199, -0.541, -0.879], [-2.525, -2.260, 0.989], [-0.906, -2.363, 0.488], [-0.864, 1.602, 3.891], [0.540, 2.720, 5.532], [3.045, 2.448, 5.229], [5.024, 1.915, 3.141]]
}


{
  "formula": "C18H26AlBrINS3SbSi2",
  "method": "wB97M-V/def2-TZVPD",
  "homo_ev": [-8.0, -8.3],
  "lumo_energy_ev": [-0.03, -1.81],
  "s_squared": 0.76,
  "orbital_gap_ha": [0.2946, 0.2403],
  "spin_multiplicity": 2,
  "symbols": ["Al", "C", "Si", "C", "C", "C", "C", "C", "C", "C", "C", "N", "Si", "C", "C", "C", "H", "H", "H", "H", "H", "H", "H", "H", "H", "H", "H", "H", "H", "H", "H", "H", "H", "H", "H", "H", "H", "H", "S", "Sb", "S", "S", "Br", "C", "C", "C", "C", "C", "C", "I", "H", "H", "H", "H"],
  "positions_angstrom": [[-1.366, 1.126, 0.816], [1.321, 1.895, 3.210], [1.685, 0.635, 1.872], [3.527, 0.780, 1.538], [1.343, -1.082, 2.517], [0.606, 1.039, 0.385], [0.531, 2.519, 0.192], [1.525, 3.422, -0.195], [1.206, 4.760, -0.306], [-0.090, 5.202, -0.040], [-1.032, 4.270, 0.328], [-0.718, 2.977, 0.437], [0.936, 0.156, -1.248], [2.754, -0.051, -1.660], [0.162, 1.174, -2.620], [0.137, -1.528, -1.247], [1.865, 1.620, 4.118], [0.262, 1.970, 3.467], [1.669, 2.888, 2.908], [4.051, 0.712, 2.496], [3.795, 1.742, 1.095], [3.912, -0.009, 0.892], [2.094, -1.331, 3.272], [1.380, -1.849, 1.742], [0.362, -1.129, 2.994], [2.523, 3.064, -0.408], [1.967, 5.472, -0.603], [-0.358, 6.245, -0.122], [-2.059, 4.536, 0.544], [3.336, 0.864, -1.534], [2.840, -0.357, -2.707], [3.216, -0.829, -1.051], [0.664, 2.136, -2.754], [-0.900, 1.366, -2.445], [0.248, 0.623, -3.561], [0.465, -2.147, -0.410], [0.388, -2.057, -2.171], [-0.951, -1.436, -1.201], [-5.009, -1.485, 1.930], [-4.382, 0.795, 1.511], [-3.058, 0.600, -0.525], [-2.341, 1.000, 2.819], [0.116, -5.061, 0.576], [-1.373, -4.564, -0.481], [-1.518, -5.167, -1.721], [-2.584, -4.821, -2.536], [-3.506, -3.876, -2.113], [-3.361, -3.271, -0.874], [-2.294, -3.614, -0.055], [-2.093, -2.595, 1.754], [-0.791, -5.901, -2.041], [-2.691, -5.293, -3.505], [-4.340, -3.603, -2.745], [-4.073, -2.529, -0.535]]
}


Ordered energy relative to the best compared isomer or geometry (same formula, charge and spin) results: 0.868; 2.024; 2.464; 0.000; unit eV.